# C26H30BrIN3O4SbSn

A molecular structure, C26H30BrIN3O4SbSn (wB97M-V/def2-TZVPD, the OMol25 dataset).

Properties
DFT total energy (a.u.): -4799.7104
Energy above the lowest of the compared OMol25 structures with the same formula, charge and spin (kcal/mol): 0.10
HOMO energy (eV): -13.935
Frontier orbital gap (eV): 7.69
Charge: +2
LUMO energy (eV): -6.24

Geometry as XYZ:
```
67
Properties=species:S:1:pos:R:3:forces:R:3
H 2.42517 1.12963 -1.50081 0.0 0.0 0.0
C 1.69970 0.54705 2.65963 0.0 0.0 0.0
H -2.07071 1.87669 -0.41670 0.0 0.0 0.0
H 3.24531 -1.62460 -2.82862 0.0 0.0 0.0
C 1.58981 -3.17743 5.98000 0.0 0.0 0.0
C 2.71155 3.20538 3.21292 0.0 0.0 0.0
Sn -0.30057 -1.60189 1.20988 0.0 0.0 0.1
H 3.05064 -3.33331 -2.47425 0.0 0.0 0.0
C 1.70325 1.30456 -2.29918 0.0 0.0 0.0
H 3.66482 2.69190 3.07103 0.0 0.0 0.0
C 2.34091 1.39017 -3.68293 0.0 0.0 0.0
O 2.17709 2.74694 4.44628 0.0 0.0 0.0
C -0.94162 -2.07655 -4.39401 0.0 0.0 0.0
H 0.70768 -0.70947 -4.82320 0.0 0.0 0.0
C 2.70072 -2.69714 5.30160 0.0 0.0 0.0
Sb 0.40600 -0.38902 -2.22714 0.0 0.0 0.0
Br -7.65060 -0.29065 0.30936 0.0 0.0 0.0
C -4.11082 0.09746 -2.58363 0.0 0.0 0.0
H 3.69284 -3.00329 5.60296 0.0 0.0 0.0
H -0.55438 -3.16802 6.12373 0.0 0.0 0.0
C 0.51240 1.42876 0.63473 0.0 0.0 0.0
C -3.83983 -0.29853 -1.27598 0.0 0.0 0.0
C 1.37889 1.61292 1.72003 0.0 0.0 0.0
N 1.04575 -0.55283 2.74105 0.0 0.0 0.0
C -4.89744 -0.42177 -0.37538 0.0 0.0 0.0
O -1.56624 -0.54699 -1.77851 0.0 -0.1 0.1
C 1.24895 3.95729 1.31652 0.0 0.0 0.0
C 1.27476 -1.43291 3.84114 0.0 0.0 0.0
H 2.88156 0.48524 -3.96160 0.0 0.0 0.0
H 2.92879 4.27352 3.23947 0.0 0.0 0.0
C -0.09557 2.56459 0.07064 0.0 0.0 0.0
H -7.33361 0.46075 -2.53647 0.0 0.0 0.0
O 0.26574 0.18846 0.12514 0.0 0.0 0.0
H -0.82042 0.10211 -4.51763 0.0 0.0 0.0
I -1.74862 -1.29331 3.94001 0.0 0.0 0.0
H 1.94317 -1.93636 -0.69289 0.0 0.0 0.0
H -1.19014 -2.22163 -5.44489 0.0 0.0 0.0
H -1.87119 -2.09467 -3.82767 0.0 0.0 0.0
H 1.13565 2.19725 -2.05674 0.0 0.0 0.0
H -3.31039 0.20629 -3.30520 0.0 0.0 0.0
C 2.51026 -2.42521 -2.73949 0.0 0.0 0.0
O -2.23560 -0.83400 0.36305 0.0 0.0 0.0
N 0.30670 3.78488 0.39334 0.0 0.0 0.0
H -0.33349 -2.92839 -4.08538 0.0 0.0 0.0
H 3.41008 -1.47162 3.68378 0.0 0.0 0.0
C -2.46528 -0.57869 -0.83212 -0.1 0.1 0.0
C 1.78167 2.91774 2.05489 0.0 0.0 0.0
N -5.33365 0.36387 -3.01565 0.0 0.0 0.0
C 1.46857 -2.12933 -1.65395 0.0 0.0 -0.1
H -4.72387 -0.72916 0.64607 0.0 0.0 0.0
H 1.67051 3.45005 4.86542 0.0 0.0 0.0
H 3.06155 2.20853 -3.67852 0.0 0.0 0.0
H -1.65376 3.48674 -1.00995 0.0 0.0 0.0
H 2.43635 0.76148 3.42958 0.0 0.0 0.0
H 1.55116 4.98040 1.50816 0.0 0.0 0.0
C -6.16791 -0.14715 -0.83047 0.0 0.0 0.0
H 1.60733 1.60825 -4.45785 0.0 0.0 0.0
C -1.27607 2.47894 -0.85759 0.0 0.0 0.0
H 0.75349 -2.94497 -1.54572 0.0 0.0 0.0
C 2.54684 -1.83189 4.22996 0.0 0.0 0.0
H -1.04407 2.06489 -1.84235 0.0 0.0 0.0
C -6.34191 0.24204 -2.15894 0.0 0.0 0.0
C 0.16918 -1.92924 4.52629 -0.1 0.0 0.0
H 1.71147 -3.85495 6.81368 0.0 0.0 0.0
H 2.05515 -2.59208 -3.71563 0.0 0.0 0.0
C 0.31137 -2.79701 5.59322 0.0 0.0 0.0
C -0.20508 -0.75071 -4.22656 0.0 0.0 0.1
```
Positions in Å, forces in eV/Å.

---

# C26H30BrNOPd

A molecular structure, C26H30BrNOPd (wB97M-V/def2-TZVPD, the OMol25 dataset).

Properties
DFT total energy (a.u.): -3840.6485
Energy above the lowest of the compared OMol25 structures with the same formula, charge and spin (kcal/mol): 10.39
HOMO energy (eV): -7.394
Frontier orbital gap (eV): 7.52
Charge: 0
LUMO energy (eV): 0.12

Geometry as XYZ:
```
60
Properties=species:S:1:pos:R:3:forces:R:3
C -1.32867 2.52767 1.77106 0.0 0.0 0.0
C -0.73751 -0.08841 1.73496 0.1 0.0 0.0
H 4.39610 -6.78303 -2.63878 0.0 0.0 0.0
O -0.05699 0.03471 -0.55571 0.6 0.1 0.2
C -0.71083 2.85700 -0.66863 0.1 0.0 0.0
H 2.80743 -7.69746 -0.96686 0.0 0.0 0.0
H 4.01363 -4.56671 -3.61314 0.0 0.0 0.0
C -2.04022 2.43349 4.24450 0.0 0.0 0.0
Pd 0.53165 -1.94204 -0.66347 -0.7 -0.2 -0.2
C 2.63545 -6.72888 -1.41634 0.0 0.0 0.0
C 1.97450 -2.84043 -3.13725 0.1 0.0 0.1
C 2.50341 -1.31792 -4.95954 0.0 0.0 0.0
H 1.20214 2.00294 -1.27237 0.0 -0.1 0.0
H -1.33327 2.72371 6.27888 0.0 0.0 0.0
C -2.37600 3.91500 4.07159 0.0 0.0 0.0
H -3.12022 0.65057 4.90352 0.0 0.0 0.0
C 2.18305 -4.19986 -2.56794 0.0 0.1 0.0
C 2.48598 -2.58793 -4.41729 0.0 0.0 0.0
C -0.49542 0.60660 0.54365 -0.2 -0.1 -0.1
H -0.35767 -4.41884 -0.51332 0.0 0.0 0.0
C -3.31215 1.70503 4.69952 0.0 0.0 0.0
H -3.14722 4.06799 3.31401 0.0 0.0 0.0
C -1.21604 0.45850 2.90717 0.0 0.0 0.0
H -1.18999 1.24364 -2.06224 0.0 0.0 0.0
H 0.87132 3.60161 -1.95205 0.0 0.0 0.0
C 0.76868 2.97514 -1.06205 0.0 0.0 0.0
C -1.52181 1.80737 2.95042 0.0 0.0 0.0
H -1.57786 3.57679 1.77708 0.0 0.0 0.0
C -1.52652 2.24833 -1.82080 0.0 0.0 0.0
H -0.70023 1.26398 5.51099 0.0 0.0 0.0
H 1.04136 0.32091 -2.39538 0.0 0.1 0.0
N 0.19320 -3.94281 -1.21873 0.1 0.1 0.1
C -0.96911 2.30699 5.33663 0.0 0.0 0.0
H 1.34154 3.43414 -0.25344 0.0 0.0 0.0
Br -0.36229 -1.97163 1.74933 0.0 0.0 0.0
C 2.01525 -0.25617 -4.21307 0.0 0.0 0.0
H 2.87396 -3.41435 -4.99947 0.0 0.0 0.0
H -3.70117 2.15630 5.61527 0.0 0.0 0.0
H -1.49678 4.49775 3.79048 0.0 0.0 0.0
H -4.08544 1.76321 3.93138 0.0 0.0 0.0
C 1.31656 -4.73868 -1.62233 0.0 0.0 0.0
H -2.75146 4.31439 5.01556 0.0 0.0 0.0
H -0.41315 -3.74817 -2.01317 0.0 -0.1 0.0
H 2.90240 -1.15942 -5.95296 0.0 0.0 0.0
C 3.29272 -4.97032 -2.91580 0.0 0.0 0.0
C 1.39544 -1.77287 -2.42435 0.1 0.1 -0.1
C -1.23558 4.27950 -0.45270 0.0 0.0 0.0
H -1.11350 4.84174 -1.38027 0.0 0.0 0.0
H 2.04679 0.75283 -4.60529 0.0 0.0 0.0
H -1.34768 -0.17723 3.77371 0.0 0.0 0.0
H -0.06223 2.84303 5.05062 0.0 0.0 0.0
C 1.45902 -0.49219 -2.96617 -0.2 -0.1 -0.1
C 3.51844 -6.21810 -2.35458 0.0 0.0 0.0
C 1.52703 -5.98147 -1.05109 0.0 0.0 0.0
H -0.68476 4.80997 0.32682 0.0 0.0 0.0
C -0.83886 1.99024 0.58782 -0.1 0.0 -0.1
H -2.29698 4.28729 -0.19578 0.0 0.0 0.0
H 0.82360 -6.36396 -0.31985 0.0 0.0 0.0
H -1.42866 2.87514 -2.71113 0.0 0.0 0.0
H -2.58437 2.20539 -1.55162 0.0 0.0 0.0
```
Positions in Å, forces in eV/Å.

---

# C26H30ClLaN5O9

A molecular structure, C26H30ClLaN5O9 at a distorted geometry (wB97M-V/def2-TZVPD, the OMol25 dataset).

Properties
DFT total energy (a.u.): -2451.2973
Energy above the lowest of the compared OMol25 structures with the same formula, charge and spin (kcal/mol): 66.76
HOMO energy (alpha / beta) (eV): -5.214 / -4.002
Frontier orbital gap (alpha / beta) (eV): 6.89 / 5.27
Charge: -1
LUMO energy (alpha / beta) (eV): 1.68 / 1.27

Geometry as XYZ:
```
72
Properties=species:S:1:pos:R:3:forces:R:3
H 0.80199 4.01599 -3.82844 0.1 -0.5 0.8
C -1.37423 2.91627 0.85923 0.3 -0.5 -0.2
C 2.04659 2.60446 -2.76038 0.5 -0.2 0.5
H 4.40605 1.24816 -1.80418 -0.2 -0.1 -0.2
H -4.09231 2.66411 1.95660 0.0 -0.1 -0.3
H 2.54954 2.72199 -4.82092 0.1 0.0 -0.2
O -0.12361 -4.79973 6.15678 -0.9 -0.4 -1.8
C 0.29842 3.93512 -1.71783 0.1 0.2 0.9
C -0.79451 4.94994 -1.77492 -0.3 0.5 -0.5
O -0.00708 0.54542 3.10730 -0.2 -0.4 1.5
H -2.85380 -0.46134 -0.52418 0.0 0.3 0.0
C 0.61368 3.34003 -0.48473 -0.3 0.0 -1.6
H -0.40529 -1.21350 -3.13361 0.1 0.0 0.0
C -1.22748 -3.32835 1.80044 0.1 0.4 0.3
H 2.26759 0.83744 3.60488 0.2 0.7 0.0
C 2.82061 2.15019 -3.93526 0.3 0.1 -1.0
C 0.83744 -3.03800 -1.53427 0.2 -0.3 0.1
H 3.33454 -3.08969 -2.26339 -0.1 0.1 -0.2
C -0.66369 -4.03929 4.02999 0.5 0.4 0.0
H 1.00353 -0.77257 -4.12643 -0.1 0.0 0.1
C 2.34728 2.02605 -1.51571 -0.6 0.3 -1.3
N 0.31623 -0.47147 3.81684 -0.3 -1.4 1.2
C 1.01115 3.53382 -2.84286 0.1 0.3 -0.9
H -2.67300 0.80942 2.90657 -0.1 -0.2 -0.1
H -0.59242 5.81937 -1.15215 0.2 0.1 0.1
C -0.09379 -2.78620 4.33675 -0.5 0.1 -1.3
N 1.76248 -0.75397 -1.44532 0.4 0.1 -1.2
H 3.89336 2.25255 -3.78062 0.1 0.1 0.0
C 2.92707 -0.32963 -1.78197 -1.1 -0.2 0.7
C 2.87835 -2.28459 -2.85307 0.7 0.3 0.2
C -0.49155 -2.09308 1.96632 0.5 1.2 -1.1
H -4.15330 0.16676 2.12861 0.2 0.0 0.0
N -1.96049 -3.57850 0.56502 -0.6 -0.8 -1.3
Cl 3.38022 -1.12267 1.87191 1.1 -0.9 -0.1
H -1.75430 4.56747 -1.42320 0.0 -0.2 0.0
H -0.14745 -2.72635 -1.18002 0.2 0.0 -0.1
H 0.27629 -2.53082 5.31570 0.0 -0.2 0.0
C -3.07704 0.34071 2.00247 0.1 -0.1 0.3
H -0.94777 5.31264 -2.79106 0.0 0.0 -0.1
H 0.39369 -2.44146 -4.13268 0.0 0.1 0.1
La 1.54835 0.63407 1.34152 -1.4 -1.2 -0.6
C -3.58310 2.57820 0.98622 0.2 0.9 0.2
C 1.45519 2.24350 -0.51321 1.2 1.2 2.7
H -2.57510 -0.61601 1.83607 -0.1 0.1 0.1
O -2.52012 3.59066 0.98883 -1.0 0.2 0.1
H -0.34828 4.79057 0.92436 0.2 -0.5 -0.3
H 0.49068 3.43140 1.72111 -0.5 0.4 -1.2
N -1.41676 1.65504 0.73846 -0.2 -0.1 0.0
C 0.56253 -1.55962 -3.50531 -0.1 0.4 -0.1
H -1.71788 -5.25640 2.60186 0.1 0.3 0.0
C -1.23752 -4.29807 2.78398 -0.2 -0.3 0.3
O 3.67666 -1.06852 -2.59249 0.0 -0.8 -0.9
C -0.10791 3.72026 0.79031 0.1 -0.4 1.3
C -2.84659 1.24560 0.80684 0.2 -0.1 0.1
H 2.66373 1.09180 -4.17084 -0.1 0.1 0.1
H 2.95527 -2.49263 -3.92805 -0.1 0.0 0.3
C -3.30591 0.53407 -0.45544 0.1 -0.1 -0.3
C 1.47575 -1.93504 -2.35229 0.2 0.3 1.0
H -4.39898 0.41768 -0.42550 0.2 0.0 0.0
O -1.09651 -6.18999 4.75451 0.7 1.7 0.6
C -0.06657 -1.81840 3.33968 0.1 0.1 1.0
O -2.32487 -2.63316 -0.15943 0.6 -1.5 1.4
H 3.74923 0.84926 -0.22390 -0.4 0.4 -1.5
N -0.62678 -5.06757 5.04506 -0.1 -1.3 0.9
H 0.73627 -3.93833 -2.14914 -0.1 0.0 0.1
H 1.46987 -3.25776 -0.66860 -0.1 -0.1 0.0
O 0.91364 -0.36940 4.91708 -1.0 0.4 -2.3
H -4.26971 2.82830 0.16353 0.2 -0.1 0.3
C 3.45492 0.99445 -1.33113 0.2 -0.3 1.4
H -3.04134 1.12329 -1.34137 0.0 -0.1 0.1
O -2.20933 -4.77595 0.28539 0.4 2.0 0.5
O -0.19178 -1.34796 0.97368 0.0 -0.4 1.6
```
Positions in Å, forces in eV/Å.